No. 1
{"formula": "H2N3O2S", "method": "the ωB97M-V functional and the def2-TZVPD basis", "total_charge": -1, "e_homo_ev": -2.9, "e_lumo_ev": 4.09, "gap_ev": 7.003, "species": ["N", "N", "N", "O", "O", "S", "H", "H"], "xyz": [[2.5642, 0.0510, 0.6717], [1.8143, 0.3955, -0.0780], [-0.0745, -0.4149, 0.2038], [-0.3229, -1.0215, -1.2145], [-0.4624, -1.2244, 0.9890], [-1.4506, 1.0836, -0.0614], [-1.6752, 1.3787, 1.2730], [-0.3929, -0.2480, -1.7837]], "lowdin_charge": [0.00, -0.03, -0.60, -0.25, -0.18, 0.34, -0.25, -0.03]}

***

No. 2
{"formula": "H2N3O2S", "method": "the ωB97M-V functional and the def2-TZVPD basis", "total_charge": -1, "e_homo_ev": -3.0, "e_lumo_ev": 4.03, "gap_ev": 7.062, "species": ["N", "N", "N", "O", "O", "S", "H", "H"], "xyz": [[0.4542, 0.7186, -1.5612], [0.3354, -1.0889, 0.5190], [0.0490, 0.5293, -0.4351], [-0.4573, -0.9267, 1.7104], [-0.2485, 1.3739, 0.3738], [-0.1006, -2.4456, -0.2445], [0.5970, 1.7887, -1.8856], [-0.6292, 0.0507, 1.5231]], "lowdin_charge": [0.02, -0.62, -0.45, -0.25, -0.15, 0.31, 0.08, 0.05]}

***

No. 3
{"formula": "H2N3P3", "method": "the ωB97M-V functional and the def2-TZVPD basis", "total_charge": 0, "e_homo_ev": [-6.6, -7.5], "e_lumo_ev": [-0.67, -0.41], "gap_ev": [5.890, 7.099], "species": ["N", "N", "N", "P", "P", "P", "H", "H"], "xyz": [[0.9121, -1.0122, -0.3241], [-0.0999, 1.2671, 0.4880], [-1.3892, -0.2704, -0.5533], [-0.3930, -1.9756, 0.1820], [-1.8068, 0.9910, 0.5656], [0.2918, 0.3945, -0.9112], [1.8839, -1.2772, -0.3344], [0.6012, 1.8828, 0.8873]], "lowdin_charge": [-0.62, -0.56, -0.74, 0.73, 0.60, 0.56, 0.02, 0.01]}

***

No. 4
{"formula": "H2N4O2", "method": "the ωB97M-V functional and the def2-TZVPD basis", "total_charge": 0, "e_homo_ev": -9.9, "e_lumo_ev": 0.91, "gap_ev": 10.804, "species": ["N", "N", "N", "N", "O", "O", "H", "H"], "xyz": [[1.1143, -0.0742, 0.9062], [-2.2768, 0.4135, 0.5005], [1.7521, 0.6075, -0.0787], [-2.4582, -0.4804, -0.1531], [-2.6639, -1.4143, -0.8204], [0.3098, -0.7858, 0.4135], [1.6926, 0.6173, -1.0624], [2.5302, 1.1163, 0.2943]], "lowdin_charge": [-0.12, 0.23, 0.05, -0.33, 0.09, -0.09, 0.09, 0.08]}

***

No. 5
{"formula": "H2N6", "method": "the ωB97M-V functional and the def2-TZVPD basis", "total_charge": 0, "e_homo_ev": -9.5, "e_lumo_ev": 0.57, "gap_ev": 10.100, "species": ["N", "N", "N", "N", "N", "N", "H", "H"], "xyz": [[0.3957, 1.8870, -0.5932], [-0.9197, 1.7772, -0.5295], [0.9246, 0.7468, -0.3047], [-1.4444, 0.7665, -0.2078], [0.1210, -0.1660, -0.0259], [0.3821, -1.4475, 0.2723], [1.0115, -1.5731, 1.0609], [-0.4708, -1.9908, 0.3279]], "lowdin_charge": [-0.07, -0.14, -0.02, 0.14, -0.18, 0.07, 0.10, 0.10]}

***

No. 6
{"formula": "H2NO2S", "method": "the ωB97M-V functional and the def2-TZVPD basis", "total_charge": -1, "e_homo_ev": [-3.1, -3.1], "e_lumo_ev": [2.84, 2.74], "gap_ev": [5.984, 5.828], "species": ["N", "O", "O", "S", "H", "H"], "xyz": [[0.8035, -1.3523, 1.3197], [-2.6516, -0.1074, -0.4450], [-0.7240, -0.3452, -1.8632], [-1.2393, 0.1186, -0.5514], [0.1751, -1.7265, 0.6292], [-1.1782, 1.8957, -0.2692]], "lowdin_charge": [0.04, -0.61, -0.61, 0.43, -0.18, -0.07]}

***

No. 7
{"formula": "H2NO3S", "method": "the ωB97M-V functional and the def2-TZVPD basis", "total_charge": -1, "e_homo_ev": [-4.9, -2.7], "e_lumo_ev": [3.84, 2.14], "gap_ev": [8.720, 4.796], "species": ["N", "O", "O", "O", "S", "H", "H"], "xyz": [[-2.3456, -0.2673, 0.4424], [1.8975, 1.1447, -1.1974], [2.2029, -0.0206, 0.9936], [1.9841, -1.2721, -1.0920], [1.7173, -0.0268, -0.3782], [-2.2360, 0.3303, 1.2553], [-3.2203, 0.1118, -0.0238]], "lowdin_charge": [0.06, -0.46, -0.46, -0.47, 0.40, -0.06, -0.03]}

***

No. 8
{"formula": "H2NO3S2", "method": "the ωB97M-V functional and the def2-TZVPD basis", "total_charge": -1, "e_homo_ev": [-4.0, -4.0], "e_lumo_ev": [3.45, 3.45], "gap_ev": [7.403, 7.406], "species": ["N", "O", "O", "O", "S", "S", "H", "H"], "xyz": [[-1.7880, -0.4142, 0.1040], [0.6473, 1.1220, 0.9764], [2.5445, -0.3391, 0.3515], [1.1865, 0.7632, -1.3958], [-0.6677, -1.7261, -0.0381], [1.2862, 0.2787, -0.0288], [-1.4176, 0.2229, 0.8089], [-1.7912, 0.0926, -0.7781]], "lowdin_charge": [-0.51, -0.40, -0.39, -0.40, 0.36, 0.40, -0.04, -0.02]}

***

No. 9
{"formula": "H2NO3S3", "method": "the ωB97M-V functional and the def2-TZVPD basis", "total_charge": -1, "e_homo_ev": [-4.0, -4.2], "e_lumo_ev": [2.86, 3.02], "gap_ev": [6.840, 7.237], "species": ["N", "O", "O", "O", "S", "S", "S", "H", "H"], "xyz": [[0.1024, 0.0958, -0.1518], [-1.3883, 1.5373, -2.8126], [-1.7421, 2.6712, -0.5678], [-2.8193, 0.5402, -1.0430], [-0.2078, -1.4970, -0.4791], [-0.0736, 0.9058, 1.3612], [-1.6643, 1.3881, -1.3538], [-1.1726, -1.9762, 0.3584], [-1.0733, 1.8163, 0.8952]], "lowdin_charge": [-1.02, -0.40, -0.45, -0.41, 0.55, 0.51, 0.52, -0.16, -0.13]}

***

No. 10
{"formula": "H2NO4P", "method": "the ωB97M-V functional and the def2-TZVPD basis", "total_charge": -2, "e_homo_ev": 2.3, "e_lumo_ev": 7.39, "gap_ev": 5.116, "species": ["N", "O", "O", "O", "O", "P", "H", "H"], "xyz": [[-0.1940, 1.8461, -0.2941], [3.1451, 0.0609, -0.6476], [1.6389, 0.0056, 1.5317], [1.3420, -2.1007, -0.7604], [0.7509, 0.8869, -0.8201], [1.8379, -0.0242, 0.0237], [0.2101, 2.0662, 0.5825], [0.3744, -2.0700, -0.8909]], "lowdin_charge": [-0.25, -0.41, -0.44, -0.47, -0.55, 0.39, -0.17, -0.09]}

***

No. 11
{"formula": "H2NO4P", "method": "the ωB97M-V functional and the def2-TZVPD basis", "total_charge": 0, "e_homo_ev": -10.2, "e_lumo_ev": -0.23, "gap_ev": 10.018, "species": ["N", "O", "O", "O", "O", "P", "H", "H"], "xyz": [[1.2635, -0.1542, 0.2617], [1.9360, 0.6378, 0.8490], [1.4416, -1.4233, 0.1227], [-0.6588, 1.5202, 0.1474], [-1.0850, -0.9839, 0.0302], [-0.2520, 0.1903, -0.7284], [-1.3765, 1.9793, -0.2575], [-1.2688, -1.7663, -0.4250]], "lowdin_charge": [-0.49, 0.07, -0.07, -0.24, -0.24, 0.90, 0.03, 0.03]}

***

No. 12
{"formula": "H2NO4P", "method": "the ωB97M-V functional and the def2-TZVPD basis", "total_charge": 0, "e_homo_ev": [-9.5, -9.5], "e_lumo_ev": [-1.19, -1.19], "gap_ev": [8.343, 8.340], "species": ["N", "O", "O", "O", "O", "P", "H", "H"], "xyz": [[0.3792, 2.3291, -1.0130], [0.3422, 2.9319, -2.0156], [-0.2564, -0.8890, -1.4090], [-0.0627, 0.2603, 0.7767], [-1.8090, 1.1933, -1.0153], [-0.4686, 0.6644, -0.8122], [-0.6684, 0.3367, 1.5934], [0.5803, -1.2592, -1.3959]], "lowdin_charge": [-0.08, 0.02, -0.13, -0.23, -0.28, 0.54, 0.13, 0.02]}

***

No. 13
{"formula": "H2NO4P", "method": "the ωB97M-V functional and the def2-TZVPD basis", "total_charge": 0, "e_homo_ev": -9.7, "e_lumo_ev": -0.90, "gap_ev": 8.830, "species": ["N", "O", "O", "O", "O", "P", "H", "H"], "xyz": [[1.9708, -0.0779, 0.0635], [-1.3334, 0.6959, -0.8817], [1.2007, 0.6813, 1.0835], [-1.0570, 1.0016, 0.4496], [-0.1153, 0.2204, 1.0296], [1.3733, -1.1781, -0.8364], [-2.3620, 0.5697, -0.7607], [0.3229, -1.9129, -0.1475]], "lowdin_charge": [-0.38, -0.06, -0.14, -0.12, -0.18, 0.82, 0.17, -0.12]}

***

No. 14
{"formula": "H2NO4P", "method": "the ωB97M-V functional and the def2-TZVPD basis", "multiplicity": 3, "total_charge": 0, "e_homo_ev": [-5.7, -10.1], "s2": 2.020, "e_lumo_ev": [0.22, -3.64], "gap_ev": [5.951, 6.481], "species": ["N", "O", "O", "O", "O", "P", "H", "H"], "xyz": [[0.5477, -0.3474, 0.6125], [0.3742, -1.3401, -0.2467], [1.8947, 0.2600, 0.2270], [4.0463, 0.4405, -0.6429], [-0.5288, 0.5935, 0.3442], [3.4828, -0.2893, 0.4281], [0.0249, -0.9716, -1.0286], [-0.1064, 1.3410, 0.7728]], "lowdin_charge": [-0.11, 0.05, -0.37, -0.49, 0.06, 0.66, 0.10, 0.10]}

***

No. 15
{"formula": "H2NO4S", "method": "the ωB97M-V functional and the def2-TZVPD basis", "total_charge": -1, "e_homo_ev": -3.6, "e_lumo_ev": 3.98, "gap_ev": 7.549, "species": ["N", "O", "O", "O", "O", "S", "H", "H"], "xyz": [[1.1013, -0.4720, 0.0243], [-1.2203, 0.3298, 1.4678], [-0.7658, 1.7219, -0.4726], [0.2257, -1.4877, 0.3246], [1.1560, -0.3494, -1.3692], [-0.1862, 1.1935, 0.7920], [-0.6202, -1.0182, 0.9282], [0.3095, 0.0820, -1.6950]], "lowdin_charge": [-0.32, -0.57, -0.58, -0.25, -0.17, 0.74, 0.08, 0.06]}

***

No. 16
{"formula": "H2O", "method": "the ωB97M-V functional and the def2-TZVPD basis", "total_charge": 0, "e_homo_ev": -11.7, "e_lumo_ev": 0.99, "gap_ev": 12.687, "species": ["H", "H", "O"], "xyz": [[-0.2056, -0.6640, -0.0610], [-0.0753, 0.7059, -0.2880], [0.2809, -0.0419, 0.3490]], "lowdin_charge": [-0.06, 0.11, -0.05]}

***

No. 17
{"formula": "H2O2Si2", "method": "the ωB97M-V functional and the def2-TZVPD basis", "total_charge": 0, "e_homo_ev": -8.7, "e_lumo_ev": -0.38, "gap_ev": 8.282, "species": ["O", "O", "Si", "Si", "H", "H"], "xyz": [[1.4900, -0.1880, 1.3045], [-0.4586, 0.4799, -0.2747], [1.1303, 0.3633, -0.0700], [-1.7904, -0.0030, 0.4974], [1.5632, 0.7301, -1.2754], [-1.9346, -1.3824, -0.1818]], "lowdin_charge": [-0.35, -0.59, 0.46, 0.67, -0.03, -0.16]}

***

No. 18
{"formula": "H2O4S2", "method": "the ωB97M-V functional and the def2-TZVPD basis", "total_charge": 0, "e_homo_ev": [-9.7, -10.8], "e_lumo_ev": [-3.64, -0.70], "gap_ev": [6.096, 10.071], "species": ["O", "O", "O", "O", "S", "S", "H", "H"], "xyz": [[0.3103, 1.3752, 0.6566], [-1.9084, -1.1358, 0.8012], [-1.5891, -0.8975, -0.4429], [0.2853, -0.7963, -0.4079], [2.8015, 0.0490, 0.0385], [0.9336, 0.4605, -0.2366], [-1.7736, -0.2020, 1.1120], [0.9404, 1.1469, -1.5209]], "lowdin_charge": [-0.38, 0.00, -0.09, -0.37, 0.47, 0.16, 0.12, 0.09]}

***

No. 19
{"formula": "H2P2S4", "method": "the ωB97M-V functional and the def2-TZVPD basis", "total_charge": 0, "e_homo_ev": -8.7, "e_lumo_ev": -1.92, "gap_ev": 6.739, "species": ["P", "P", "S", "S", "S", "S", "H", "H"], "xyz": [[-3.6012, 1.3020, 0.0455], [-3.4039, -1.8982, -0.0583], [0.2383, 0.0342, 0.8595], [-3.3330, -0.6972, 1.5681], [-3.4971, -0.5160, -1.5265], [-1.9331, 2.2871, -0.0309], [-0.6992, -0.7277, 1.4573], [1.2274, -1.0581, 1.0715]], "lowdin_charge": [0.00, 0.10, 0.34, -0.02, 0.00, 0.00, -0.31, -0.12]}

***

No. 20
{"formula": "H2P4S3", "method": "the ωB97M-V functional and the def2-TZVPD basis", "total_charge": -2, "e_homo_ev": -0.2, "e_lumo_ev": 5.46, "gap_ev": 5.702, "species": ["P", "P", "P", "P", "S", "S", "S", "H", "H"], "xyz": [[-0.9741, -0.0202, -0.8717], [0.0985, 1.4237, 1.8076], [-0.1916, -0.5931, 1.0659], [1.0044, -0.6548, -1.5538], [-1.7497, 0.3040, 2.2925], [0.7471, -1.4191, -3.3786], [1.2143, 1.5057, 3.3907], [-1.5673, -1.2978, -0.8770], [1.4184, 0.7517, -1.8754]], "lowdin_charge": [0.13, -0.42, -0.14, -0.26, -0.22, -0.44, -0.32, -0.19, -0.16]}